{
  "formula": "C29H19N3O3RuS3SbSe4",
  "method": "ωB97M-V/def2-TZVPD",
  "lumo_energy_ev": [0.799, 0.098],
  "multiplicity": 5,
  "relative_energy_kcal_mol": 37.54,
  "charge": -1,
  "gap_ev": [4.3, 4.7],
  "s_squared": 6.0577,
  "symbols": ["C", "C", "C", "C", "C", "H", "H", "H", "O", "C", "S", "H", "C", "N", "H", "C", "H", "C", "C", "C", "H", "H", "H", "N", "Ru", "H", "H", "O", "H", "H", "C", "S", "C", "C", "C", "O", "Se", "C", "H", "H", "C", "C", "C", "H", "H", "C", "Sb", "C", "C", "C", "H", "N", "Se", "C", "C", "S", "Se", "C", "H", "C", "C", "C", "Se"],
  "positions_angstrom": [[3.22, -2.06, 2.83], [0.57, -2.19, 2.10], [2.32, -2.72, 3.65], [0.00, 4.90, 2.71], [-1.93, -2.63, 2.29], [4.27, -2.00, 3.06], [-2.35, 2.04, -0.53], [1.25, 4.79, 0.88], [-0.12, 0.79, 0.58], [-3.05, -1.02, -2.53], [-0.92, 2.52, 2.64], [4.62, 0.13, -1.48], [-3.27, -2.03, 0.39], [-0.92, -1.83, 0.32], [2.65, -3.19, 4.57], [-2.11, -1.66, -0.28], [-1.37, 0.40, -5.09], [-0.33, 2.66, -0.94], [-1.59, 0.00, -4.11], [2.74, -1.49, 1.67], [-1.06, 4.62, -3.78], [3.41, -0.99, 0.98], [-4.25, -1.91, -0.06], [-0.78, -0.55, -1.94], [0.58, -0.83, -0.41], [-1.41, 4.26, 4.27], [-1.89, -2.97, 3.32], [-4.26, -3.30, 3.63], [3.03, 2.96, 1.42], [0.42, 0.26, -3.39], [0.17, 3.00, 1.40], [0.45, 3.65, -2.12], [-2.85, -0.48, -3.78], [1.89, 1.87, -0.03], [0.57, 4.30, 1.56], [-5.53, -2.63, 1.86], [2.87, -3.45, -5.27], [-1.04, 3.99, -2.90], [-4.00, -1.44, -2.24], [0.19, 5.93, 3.00], [3.94, 0.74, -0.91], [-2.08, 3.37, -2.29], [-0.80, -2.25, 1.59], [-3.65, -0.45, -4.50], [0.27, -3.35, 3.87], [-3.17, -2.52, 1.68], [2.65, -4.23, -2.95], [-1.67, 2.60, -1.16], [-0.59, -0.07, -3.17], [-0.83, 4.06, 3.38], [5.20, 1.86, 0.42], [1.46, -1.52, 1.31], [1.32, -6.29, -2.93], [3.02, 2.26, 0.59], [4.20, 1.64, 0.07], [2.26, 0.71, -1.27], [1.53, -2.37, -1.56], [-2.00, -1.06, -1.61], [-3.11, 3.43, -2.62], [-4.48, -2.86, 2.49], [0.99, -2.80, 3.27], [0.41, 2.03, 0.26], [4.93, -4.63, -2.17]],
  "nbo_charge": [-0.236, 0.198, -0.140, -0.261, -0.181, 0.232, 0.242, 0.223, -0.813, -0.209, 0.506, 0.264, -0.201, -0.354, 0.226, 0.236, 0.233, -0.195, -0.234, 0.086, 0.234, 0.224, 0.256, -0.381, 0.422, 0.232, 0.257, -0.732, 0.242, 0.223, -0.190, 0.433, -0.143, -0.150, -0.279, -0.733, -0.309, -0.431, 0.237, 0.216, -0.404, -0.250, 0.161, 0.225, 0.237, -0.030, 0.806, -0.264, 0.088, -0.435, 0.230, -0.378, -0.685, -0.253, -0.225, 0.540, 0.059, 0.172, 0.222, 0.746, -0.206, 0.130, -0.734]
}